21
Properties=species:S:1:pos:R:3:forces:R:3:mulliken_charge:R:1 method="wB97M-V/def2-TZVPD" de_lowest_kj_mol=139.25 lumo_energy_ev=0.8698 e_homo_ev=-8.298 charge=0 gap_ev=9.1677 smiles=NCCCCN.O e_tot_ev=-9402.164 largest_force_ev_per_a=1.3
C -1.336273 -1.213164 -1.038105 0.281 0.514 0.054 -0.7988
N 0.039350 -1.188557 -1.493477 -1.112 -0.565 -0.213 -0.4167
C -1.831314 0.058983 -0.343439 -0.442 -0.059 0.046 -0.6513
C -0.987024 0.494602 0.862629 0.013 0.407 -0.551 -0.5627
C -0.161376 1.772547 0.638296 0.086 0.047 -0.547 -0.4714
N 1.258649 1.597240 1.014948 -0.025 0.840 0.320 -0.5974
H -1.434675 -2.029703 -0.324806 -0.045 -0.205 -0.068 0.3614
H -2.022848 -1.392449 -1.871379 0.090 -0.278 -0.041 0.3260
H 0.732404 -1.582545 -0.892031 0.423 0.458 -0.011 0.2041
H 0.270218 -0.479456 -2.158469 0.461 0.126 0.141 0.1724
H -2.869122 -0.144944 -0.037107 0.177 0.038 0.048 0.3098
H -1.934569 0.873559 -1.076635 0.239 -0.094 0.102 0.3913
H -0.273028 -0.272017 1.144927 -0.003 -0.262 0.032 0.3580
H -1.650866 0.671480 1.692805 -0.191 -0.092 0.490 0.3361
H -0.237507 2.088296 -0.420013 0.096 -0.266 0.361 0.2853
H -0.601471 2.595793 1.196144 -0.039 0.110 0.165 0.3310
H 1.832318 1.862936 0.230642 0.200 -0.273 -0.332 0.2154
H 1.510746 2.309412 1.702931 -0.164 -0.386 0.022 0.2267
H 3.862731 -1.533447 0.457729 0.019 0.019 0.077 0.3003
H 2.821544 -2.661401 0.591638 0.229 0.605 -0.292 0.3070
O 3.012114 -1.827155 0.122777 -0.294 -0.684 0.196 -0.6266